No. 1
This record from OMol25 describes a 2-piece molecular cluster, C2H8NO2 overall. The level of theory is ωB97M-V/def2-TZVPD.

```
13
Properties=species:S:1:pos:R:3:forces:R:3
C 0.5726 -0.8607 -0.6452 0.14 -0.70 -1.86
O 0.5383 -1.4135 0.6089 -0.75 0.60 0.69
C -0.5176 0.1575 -1.0846 0.83 1.31 -1.00
N -0.5320 1.4670 -0.3733 0.39 -2.73 2.84
H 0.4209 -1.6980 -1.4572 0.28 1.03 1.60
H 1.5609 -0.4377 -0.8309 0.19 0.14 -0.15
H -1.4823 -0.3448 -1.0028 -0.11 0.37 -0.10
H -0.2759 0.4481 -2.1361 -0.38 -0.90 0.47
H 0.4380 1.8076 -0.2243 -0.61 -0.13 -0.67
H -0.6907 1.0479 0.6052 -0.19 1.98 -1.40
H 0.1209 0.2447 2.9856 2.14 -0.36 3.36
H 0.1510 -0.7095 1.3660 -0.03 -0.27 -0.09
O -0.3041 0.2913 2.1887 -1.90 -0.34 -3.69
```
Positions in Å, forces in eV/Å.

The value obtained for the gap between HOMO and LUMO (spin up / spin down) is 10.840 / 5.837 eV. The value obtained for the HOMO energy (spin up / spin down) is -9.952 / -9.614 eV. The strongest force on any atom comes out at 0.081 hartree/bohr. As for the expectation value of S²: 0.760. The LUMO energy (spin up / spin down) is 0.8879 / -3.7774 eV. The spin multiplicity is 2.



No. 2
This record from OMol25 describes a 2-piece molecular cluster, HNO2S overall. The level of theory is ωB97M-V/def2-TZVPD.

```
5
Properties=species:S:1:pos:R:3:forces:R:3
N -0.1749 -1.8697 -0.5146 -0.26 -0.25 -0.48
O -0.7871 -2.0602 -1.4651 0.29 0.08 0.45
O -0.5272 0.6686 -0.0230 -0.16 0.10 -0.89
S 0.1448 1.1540 1.1876 2.19 1.69 0.67
H 1.3444 2.1072 0.8152 -2.06 -1.62 0.26
```
Positions in Å, forces in eV/Å.

The value obtained for the gap between HOMO and LUMO (spin up / spin down) is 10.000 / 6.786 eV. The value obtained for the HOMO energy (spin up / spin down) is -9.546 / -8.236 eV. The strongest force on any atom comes out at 0.055 hartree/bohr. The LUMO energy (spin up / spin down) is 0.4542 / -1.4502 eV.



No. 3
This record from OMol25 describes a 12-piece molecular cluster, C30H84N4O12 overall. The level of theory is ωB97M-V/def2-TZVPD.

```
130
Properties=species:S:1:pos:R:3:forces:R:3
C 0.3470 -5.0803 -0.8989 -1.58 0.72 -1.10
O -0.5990 -5.9623 -1.5239 0.18 -0.35 -0.74
H 1.3680 -5.2403 -1.2169 0.07 -0.55 -0.04
H 0.2090 -5.1263 0.1381 0.33 -0.09 1.57
H 0.0710 -4.0513 -1.1929 0.17 -0.43 0.15
H -1.2300 -6.4043 -0.9399 0.73 0.40 0.16
C 1.4790 4.0667 0.9001 -5.55 -5.00 0.08
O 0.6480 3.0137 1.1611 2.84 4.10 -1.88
N 2.0420 4.6307 1.8581 5.01 3.16 5.62
N 1.5450 4.7057 -0.2089 0.05 0.61 -4.46
H 2.0150 4.1637 2.7611 0.24 0.33 -0.33
H 2.7900 5.3737 1.6711 -1.73 -1.64 0.76
H 0.9550 4.2937 -0.9399 0.45 0.60 -0.35
H 2.2340 5.4387 -0.4389 -0.85 -0.88 0.41
C -0.2370 2.6917 -2.5729 -2.71 3.50 -5.91
O -0.6550 3.1197 -3.8249 1.73 -1.64 6.57
N -0.5450 3.2667 -1.3739 -0.12 0.29 0.78
N 0.6110 1.7227 -2.4319 3.07 -3.06 -2.10
H -1.3210 3.8927 -1.2979 -0.11 0.09 -0.42
H -0.1210 3.0127 -0.4309 -0.67 -0.43 -1.40
H 1.0510 1.2637 -3.2639 -1.04 1.22 0.78
H 0.5080 1.0397 -1.7019 0.09 0.23 0.97
C -3.6280 3.7377 -1.3109 -0.49 -2.37 -0.13
C -3.8620 4.5747 -0.0959 7.15 -4.73 2.39
C -2.5560 5.3177 0.2821 0.24 -1.57 0.14
O -4.6710 5.5057 -0.1849 -6.65 8.66 -2.43
H -3.1790 4.3707 -2.0779 -0.39 -0.41 -0.46
H -4.5710 3.2107 -1.5609 0.02 0.91 -0.64
H -3.0360 2.7887 -1.1549 0.00 1.37 0.20
H -4.2700 4.0417 0.7331 1.10 -2.00 1.00
H -2.1590 5.9087 -0.5069 0.22 0.20 -1.32
H -1.8020 4.6417 0.6271 0.70 -0.55 0.15
H -2.6520 6.0377 1.0401 -0.79 0.75 1.39
H -5.5560 5.1997 -0.1689 -1.44 -0.12 -0.22
C 3.5470 -4.1333 -2.7259 -0.03 -0.34 -0.34
C 4.6010 -3.6193 -1.7379 -5.79 7.41 -3.53
C 3.9400 -2.9223 -0.5749 -0.22 0.29 1.38
O 5.4090 -4.4613 -1.3229 5.38 -7.76 2.75
H 3.1230 -5.1273 -2.4509 0.26 0.73 0.10
H 4.1050 -4.3013 -3.6609 -0.62 0.11 -0.02
H 2.7070 -3.3863 -2.8569 1.07 -0.86 -0.02
H 5.2030 -2.8663 -2.2629 -0.61 0.70 -0.57
H 4.6710 -2.3623 0.0471 0.11 -0.91 -0.04
H 3.4160 -3.7043 -0.0019 0.29 0.39 0.19
H 3.2480 -2.1223 -0.7439 -0.74 0.25 -0.84
H 5.9710 -3.9953 -0.7259 1.10 -0.12 0.78
C -1.4130 2.0117 3.6871 0.71 0.67 -1.21
C -1.3300 0.9807 2.5401 -6.42 1.07 3.72
C -2.2080 1.4247 1.3841 -0.07 -1.63 0.34
O -0.1540 0.8447 2.1361 8.03 -3.07 -2.13
H -2.4080 2.0697 4.0441 -1.05 0.28 0.48
H -1.1280 2.9607 3.1841 -0.21 -0.13 0.67
H -0.7370 1.8307 4.5231 0.09 -0.24 -0.15
H -1.5950 0.0177 3.0111 -0.77 0.11 -0.51
H -1.9060 2.3827 0.9861 0.43 0.08 -0.23
H -3.1670 1.5617 1.8041 -1.57 -0.01 -0.18
H -2.1730 0.5867 0.6371 -0.46 1.07 0.39
H 0.1970 1.6557 1.8111 0.92 1.53 -0.47
C -2.6880 -2.2753 2.1841 -0.66 0.51 -1.27
C -3.0220 -3.4773 1.2841 -7.69 3.95 2.95
C -3.9440 -3.1623 0.0891 -0.69 0.41 0.48
O -2.0600 -4.1523 0.8861 9.17 -3.69 -2.65
H -2.1090 -1.5813 1.5891 0.27 0.43 0.00
H -2.1590 -2.4823 3.0871 0.62 -0.64 0.47
H -3.6010 -1.7473 2.5151 0.21 -0.33 -0.44
H -3.5530 -4.1453 1.9361 -1.56 -0.09 0.86
H -4.4380 -4.0643 -0.2399 -0.26 -0.57 0.12
H -3.4270 -2.8493 -0.8019 0.68 0.51 -0.14
H -4.7260 -2.4443 0.3121 -0.05 0.04 0.09
H -2.3260 -4.9953 0.5601 -0.19 -0.77 -0.42
C 3.2830 1.2037 2.3581 -0.67 0.49 0.52
C 3.4550 0.4647 1.0841 -5.88 0.96 -0.82
C 3.0350 1.3467 -0.0709 -3.63 1.24 1.25
O 4.6390 0.1327 0.7351 7.94 -2.37 -0.20
H 2.2340 1.5037 2.4181 0.16 0.23 0.05
H 3.9360 2.0667 2.3761 0.13 0.35 0.03
H 3.4670 0.6187 3.2311 0.44 -0.60 0.67
H 2.9630 -0.5273 1.1301 -1.42 0.92 0.04
H 3.3790 1.0607 -1.0249 0.29 -0.76 -0.97
H 3.3630 2.3837 0.0881 0.21 -0.20 0.09
H 1.9010 1.3957 -0.0609 1.53 0.06 -0.36
H 4.7890 -0.6603 1.2551 1.27 -0.25 -0.05
C -1.7650 -0.2573 -1.8179 -1.03 -0.33 -1.66
C -0.6240 -0.9053 -1.0719 -2.49 -4.60 -2.96
C 0.3320 -1.6083 -2.0389 -1.01 -0.01 -0.57
O 0.1600 -0.0883 -0.4899 4.05 5.31 4.24
H -1.8600 0.8197 -1.7089 0.11 0.07 0.44
H -2.6930 -0.7293 -1.4959 -0.21 0.17 -0.22
H -1.6700 -0.3983 -2.9239 -0.14 -0.01 0.80
H -1.0260 -1.5763 -0.3089 -0.28 -0.67 -0.31
H 0.8010 -0.8163 -2.6169 0.34 -0.12 -0.02
H -0.1600 -2.2363 -2.7369 -0.87 -0.52 -0.86
H 1.0360 -2.2723 -1.6039 0.93 -0.04 0.88
H -0.2560 0.3157 0.2911 0.47 -0.03 0.21
C 1.0350 -2.7073 1.3371 -0.23 0.43 -1.99
C 1.1110 -2.2803 2.7481 -8.34 -3.06 -0.47
C 0.7450 -3.4063 3.7061 -1.62 -1.08 1.10
O 2.1410 -1.7453 3.1811 9.28 5.07 2.85
H 1.4450 -1.9223 0.6251 -0.69 -0.78 0.99
H -0.0600 -2.8193 1.1771 0.85 -0.24 -0.47
H 1.5490 -3.6353 1.0901 -0.02 -0.13 0.25
H 0.3340 -1.5073 2.8341 -0.84 -0.39 -0.21
H -0.2360 -3.8233 3.4541 0.11 -0.22 -0.12
H 0.6820 -3.2293 4.8201 0.11 0.85 -1.18
H 1.4600 -4.2063 3.6871 0.57 -0.55 -0.54
H 1.8990 -0.8673 3.4881 0.75 0.01 0.05
C -5.1640 0.1507 0.1121 -0.04 0.26 -0.13
C -6.2470 1.2637 0.2141 -2.21 -7.06 -3.18
C -7.6010 0.7177 0.6721 -0.56 -2.58 -0.22
O -5.8560 2.1627 1.0001 3.16 6.09 5.30
H -4.2480 0.5757 -0.3799 -0.77 -0.37 0.66
H -5.5150 -0.6823 -0.5419 0.19 0.56 0.70
H -4.9170 -0.1983 1.1641 -0.22 0.24 -1.33
H -6.4180 1.6847 -0.7299 -0.17 0.20 -2.21
H -7.9330 -0.1663 0.0551 0.37 0.83 0.35
H -8.3980 1.4297 0.5861 -0.34 0.72 -0.03
H -7.6220 0.3247 1.7121 0.42 0.46 -0.45
H -6.3480 2.9497 0.7941 -0.15 0.71 0.48
C 6.6190 0.9117 -3.5109 -1.30 0.08 -1.24
C 5.5860 0.4517 -2.4879 -2.56 2.14 -5.77
C 4.4890 -0.2813 -3.2769 -1.49 0.92 -1.65
O 6.0240 -0.3393 -1.5859 3.12 -3.78 4.36
H 6.7910 0.2827 -4.3929 0.14 -0.94 0.74
H 7.5260 1.1157 -3.0259 1.36 0.70 0.43
H 6.1950 1.7357 -4.0919 0.24 0.71 0.69
H 5.1480 1.3047 -2.0159 -0.32 1.26 0.04
H 3.7480 -0.7883 -2.6519 0.28 -0.07 0.21
H 4.9550 -1.0063 -3.9669 -0.25 0.10 0.43
H 3.8580 0.4127 -3.9289 0.90 -0.61 0.64
H 5.4210 -0.2113 -0.8529 0.06 -0.44 0.95
```
Positions in Å, forces in eV/Å.

Its SMILES is NC(N)=O.NC(N)=O.CC(C)O.CC(C)O.CC(C)O.CC(C)O.CC(C)O.CC(C)O.CC(C)O.CC(C)O.CC(C)O.CO. The value obtained for the gap between HOMO and LUMO is 8.807 eV. The value obtained for the HOMO energy is -8.859 eV. The strongest force on any atom comes out at 0.218 hartree/bohr. The LUMO energy is -0.0516 eV.



No. 4
This record from OMol25 describes a 6-piece molecular cluster, C38H59BBr2ClF3NO20PS overall. The level of theory is ωB97M-V/def2-TZVPD.

```
127
Properties=species:S:1:pos:R:3:forces:R:3
C -2.5267 -5.3125 4.5641 1.05 0.93 0.16
C -1.8214 -4.9013 3.1035 -0.51 -1.00 0.56
C -2.5445 -3.6100 2.3918 -2.20 -1.52 -0.16
C -4.0378 -4.2285 1.9195 -0.14 0.89 -1.00
C -1.8923 -3.1159 0.9805 -0.55 -0.18 2.05
O -1.4535 -4.4027 0.3420 -0.42 3.33 -2.10
S -1.4448 -4.0587 -1.3112 -3.36 -7.64 -4.24
O -2.8880 -4.4174 -1.8427 5.04 2.39 2.67
O -0.4834 -5.0567 -1.9966 -1.88 4.16 3.06
C -1.0477 -2.2339 -1.6710 0.40 0.59 -0.93
Cl -2.7499 -1.5321 -2.1134 1.51 -0.31 0.89
C -0.2968 -2.2956 -3.1222 1.18 0.31 -1.10
B -1.3132 -2.7309 -4.3848 -1.45 0.20 -1.49
O -1.7160 -4.1242 -4.6816 2.74 2.58 -0.70
O -1.7991 -1.6249 -5.2774 0.70 -3.52 0.78
C -0.2690 -1.4459 -0.4563 0.99 1.84 -0.49
C 1.3613 -1.4110 -0.8365 0.34 0.45 -0.58
C 2.2978 -0.5162 0.1587 1.81 0.00 -0.71
C 3.8180 -0.5234 -0.5458 -0.07 0.16 0.64
C 4.7448 0.6966 0.0559 -1.01 -0.24 -0.33
O 5.7228 1.0886 -0.9914 -1.10 1.88 1.05
C -0.7351 0.1425 -0.4797 -0.64 1.33 0.60
C -0.4781 0.9557 -1.8703 -0.12 0.89 0.02
C -1.1318 2.4846 -1.6893 0.00 -1.20 -0.99
F -2.5777 2.4585 -1.3421 4.08 0.21 -0.39
Br -1.0499 3.2975 -3.5589 -0.18 -0.68 1.40
C -0.2314 3.4687 -0.7365 0.06 2.68 -0.61
F 1.2329 3.2549 -0.8178 -4.65 0.36 0.17
F -0.4688 4.8698 -1.2502 1.06 -3.79 1.70
Br -0.9320 3.5092 1.1750 1.12 -0.33 -2.06
C -0.5253 -2.1620 1.0514 -0.32 -1.21 -1.88
N 0.5942 -3.1860 1.1425 4.03 0.93 7.23
C 1.3086 -3.1645 2.2832 -0.64 -0.59 3.46
O 1.8419 -3.2320 3.5355 -3.78 0.38 -10.13
P -0.7053 -0.9663 2.4929 -3.96 6.48 3.84
O -2.0469 -0.0684 2.4102 5.07 -3.91 -0.68
O -0.7655 -1.6203 4.1041 0.81 -0.72 -3.46
O 0.5962 0.2292 2.6929 -1.31 -3.71 0.29
H -3.6285 -4.9337 4.6641 2.08 -1.02 -0.32
H -1.8976 -4.7094 5.3757 -1.46 -1.50 -1.44
H -2.4104 -6.4837 4.7573 -0.39 2.75 -0.40
H -0.6857 -4.7762 3.3385 -1.92 -0.15 -0.66
H -1.9677 -5.8763 2.4301 0.53 2.47 1.14
H -2.8651 -2.7534 3.1342 1.24 -1.47 -1.58
H -3.8757 -5.1236 1.1639 -0.37 1.67 1.83
H -4.7202 -4.4890 2.8329 1.52 0.27 -1.80
H -4.6354 -3.4041 1.2959 1.28 -1.65 1.44
H -2.7921 -2.6083 0.4345 2.00 -0.77 0.61
H 0.6519 -3.0203 -3.1513 -2.16 1.51 0.52
H 0.1432 -1.2400 -3.4673 -1.13 -2.14 1.25
H -0.8852 -4.5521 -5.0714 -1.69 0.47 1.06
H -2.2268 -2.0183 -6.1036 0.75 0.60 1.80
H 1.7903 -2.5034 -1.0582 -1.05 2.50 0.98
H 1.5721 -0.8475 -1.8708 -1.24 -1.41 2.40
H 2.4552 -0.9059 1.2372 -0.61 0.56 -1.81
H 2.0166 0.6218 0.2268 0.06 -2.34 -0.21
H 4.3184 -1.5396 -0.2532 -0.88 1.80 -0.65
H 3.7287 -0.4983 -1.7349 0.35 0.45 3.12
H 5.3284 0.3475 1.0157 -1.20 0.79 -1.81
H 4.0147 1.6053 0.3063 1.69 -1.87 -0.39
H 5.6945 2.1014 -1.0845 0.04 -2.46 0.30
H -1.8767 0.2962 -0.1641 2.54 -0.64 -0.78
H -0.1459 0.8116 0.3173 -1.10 -2.03 -1.45
H -0.9663 0.5208 -2.8322 0.66 0.72 1.96
H 0.6744 1.1281 -2.1296 -2.54 -0.30 0.78
H -0.6485 -2.6067 4.1482 0.01 1.16 -0.06
H 1.2320 -0.0820 3.4149 -1.11 0.33 -0.91
O 3.1111 -1.9523 -2.8115 1.08 -1.89 -1.92
C 4.0413 -2.6747 -3.1293 -1.24 0.64 0.40
O 3.9540 -3.6848 -4.0438 -0.50 0.91 0.52
C 5.1954 -4.3869 -4.0860 0.41 -0.70 -0.34
C 6.2178 -3.4197 -3.5491 0.88 0.03 -0.12
C 5.4221 -2.6193 -2.5493 0.50 0.21 -0.19
H 5.1091 -5.2865 -3.4675 -0.04 0.07 -0.05
H 5.4161 -4.6842 -5.1153 -0.30 0.03 0.16
H 7.0925 -3.9135 -3.1175 -0.14 0.02 -0.11
H 6.5641 -2.7609 -4.3546 -0.03 -0.14 0.12
H 5.4148 -3.0918 -1.5631 -0.06 0.16 -0.01
H 5.7810 -1.5896 -2.4831 -0.26 -0.12 0.33
O 0.4437 6.7810 6.7463 -1.58 0.27 -1.17
C -0.3853 6.7495 5.8518 1.28 -0.11 1.72
O -1.6074 7.3552 5.9132 0.83 -0.10 0.35
C -2.3546 7.0216 4.7443 -0.71 0.10 -0.29
C -1.3280 6.6263 3.7154 -0.05 -0.06 -0.94
C -0.2377 6.0113 4.5559 0.12 0.10 -0.53
H -3.0364 6.2001 4.9882 0.05 0.07 0.00
H -2.9422 7.8865 4.4231 0.08 -0.10 0.30
H -1.7228 5.9531 2.9499 -0.02 0.16 0.10
H -0.9429 7.5218 3.2125 -0.10 -0.15 0.05
H -0.4103 4.9456 4.7300 0.15 0.04 0.05
H 0.7490 6.1776 4.1175 -0.04 -0.27 0.33
O 1.9312 -0.7803 5.6162 0.18 1.91 0.12
C 2.2365 0.2770 6.1424 -0.26 -1.57 -0.88
O 1.9816 1.5061 5.6052 -0.13 -1.06 -0.08
C 2.5707 2.5095 6.4311 0.12 0.89 0.04
C 2.7312 1.8672 7.7840 0.09 0.36 0.85
C 2.9796 0.4213 7.4359 -0.13 0.09 0.52
H 3.5307 2.8027 5.9935 -0.08 -0.03 0.01
H 1.9167 3.3855 6.4703 0.06 -0.20 -0.23
H 3.5285 2.3165 8.3820 -0.14 0.02 -0.13
H 1.7950 1.9532 8.3490 0.17 0.04 -0.09
H 4.0406 0.2209 7.2628 -0.11 -0.16 -0.01
H 2.5777 -0.2497 8.1985 0.25 -0.16 -0.32
O -6.9123 -1.6877 0.7460 -0.47 1.57 -1.21
C -7.0953 -0.9447 -0.2041 0.13 -1.47 1.68
O -7.7882 0.2300 -0.1405 0.34 -0.60 0.41
C -7.8984 0.7803 -1.4523 -0.32 0.58 -0.31
C -6.7731 0.1612 -2.2392 0.43 0.25 -0.80
C -6.6402 -1.2020 -1.6087 0.39 0.16 -0.34
H -8.8817 0.5208 -1.8584 0.05 0.01 0.04
H -7.8112 1.8697 -1.4037 -0.13 -0.20 0.21
H -6.9668 0.1288 -3.3146 -0.01 0.08 0.15
H -5.8503 0.7316 -2.0785 -0.15 -0.05 -0.05
H -7.3089 -1.9321 -2.0730 0.13 -0.08 0.12
H -5.6065 -1.5547 -1.6298 -0.32 -0.31 0.12
O 3.5961 2.2315 -7.6964 -1.08 1.44 1.05
C 2.8317 3.1187 -7.3547 1.23 -1.85 -0.57
O 2.6011 3.4792 -6.0581 0.46 -0.41 -0.53
C 1.5748 4.4697 -6.0229 -0.38 0.39 0.50
C 1.5716 5.0881 -7.3965 -0.33 0.81 -0.33
C 1.9799 3.9354 -8.2785 -0.02 0.50 -0.24
H 0.6246 3.9800 -5.7853 0.12 0.02 -0.03
H 1.7988 5.2053 -5.2449 0.04 -0.33 0.01
H 0.6082 5.5274 -7.6685 0.12 -0.03 0.12
H 2.3307 5.8779 -7.4495 -0.15 -0.10 0.03
H 1.1192 3.3385 -8.5925 0.16 -0.04 -0.08
H 2.5521 4.2761 -9.1446 -0.13 -0.42 0.03
```
Positions in Å, forces in eV/Å.

Its SMILES is CC[C@H](C)[C@@H]1OS(=O)(=O)[C@](Cl)(CB(O)O)[C@@](CCCCO)(CC[C@](F)(Br)C(F)(F)Br)[C@@]1(N=C=O)P(=O)(O)O.O=C1CCCO1.O=C1CCCO1.O=C1CCCO1.O=C1CCCO1.O=C1CCCO1. The value obtained for the gap between HOMO and LUMO is 9.484 eV. The value obtained for the HOMO energy is -10.002 eV. The strongest force on any atom comes out at 0.210 hartree/bohr. The LUMO energy is -0.5188 eV.



No. 5
This record from OMol25 describes a 2-piece molecular cluster, CH4OS overall. The level of theory is ωB97M-V/def2-TZVPD.

```
7
Properties=species:S:1:pos:R:3:forces:R:3
C 1.2493 -0.1950 0.0242 -0.66 0.69 -2.93
O -0.8013 0.6203 0.7718 0.82 0.63 -0.35
S -2.0616 -0.0275 0.2716 -1.47 -0.55 -1.02
H 1.4933 -0.8243 0.7883 0.74 -1.09 2.52
H 1.8509 0.7615 -0.0980 -1.20 -1.54 -0.23
H 0.7951 -0.8860 -0.7783 0.78 2.02 0.70
H -2.5258 0.5511 -0.9797 0.99 -0.16 1.30
```
Positions in Å, forces in eV/Å.

The value obtained for the gap between HOMO and LUMO (spin up / spin down) is 7.185 / 9.369 eV. The value obtained for the HOMO energy (spin up / spin down) is -8.235 / -9.066 eV. The strongest force on any atom comes out at 0.060 hartree/bohr. The LUMO energy (spin up / spin down) is -1.0498 / 0.3029 eV.



What did the fifth record say?
This record from OMol25 describes a 2-piece molecular cluster, CH4OS overall. The level of theory is ωB97M-V/def2-TZVPD.

```
7
Properties=species:S:1:pos:R:3:forces:R:3
C 1.2493 -0.1950 0.0242 -0.66 0.69 -2.93
O -0.8013 0.6203 0.7718 0.82 0.63 -0.35
S -2.0616 -0.0275 0.2716 -1.47 -0.55 -1.02
H 1.4933 -0.8243 0.7883 0.74 -1.09 2.52
H 1.8509 0.7615 -0.0980 -1.20 -1.54 -0.23
H 0.7951 -0.8860 -0.7783 0.78 2.02 0.70
H -2.5258 0.5511 -0.9797 0.99 -0.16 1.30
```
Positions in Å, forces in eV/Å.

The value obtained for the gap between HOMO and LUMO (spin up / spin down) is 7.185 / 9.369 eV. The value obtained for the HOMO energy (spin up / spin down) is -8.235 / -9.066 eV. The strongest force on any atom comes out at 0.060 hartree/bohr. The LUMO energy (spin up / spin down) is -1.0498 / 0.3029 eV.



Which value of strongest force on any atom does entry 5 give?
0.060 hartree/bohr



Number 3 is which compound?
C30H84N4O12